1.
The following is a DFT calculation (wB97M-V/def2-TZVPD) of 2 unconnected molecules or ions with the total composition C3H8NO.

Last column: Mulliken charge in e.
Positions of all 13 atoms, in Å:
O 1.5080 -1.1528 0.1899  -0.8911
N -1.0781 1.2675 -1.4060  -0.9005
C -0.8233 -0.7427 -0.1509  -0.6784
C -0.6684 0.6543 -0.3166  0.2064
C 0.7310 -0.4787 -0.6950  -0.3734
H -1.4963 -1.1795 -0.8592  0.3367
H -0.6278 -1.2364 0.7791  0.2556
H -1.7263 2.0088 -1.1714  0.1259
H 1.0174 -0.1593 2.9783  0.0031
H -0.3764 1.2372 0.5644  0.3606
H 1.3586 0.3793 -0.9120  0.3219
H 1.4690 0.3548 2.6931  -0.0089
H 0.7126 -0.9526 -1.6936  0.2420

For the HOMO energy, the calculation gives -0.0862 Ha. As for the LUMO energy: 4.706 eV. The value obtained for the energy is -6773.62028 eV. The total charge is -1.

2.
The following is a DFT calculation (wB97M-V/def2-TZVPD) of a gas-phase ion, C3H8NO (charge -1).

Last column: Mulliken charge in e.
Positions of all 13 atoms, in Å:
O 1.1498 -0.3353 -1.2601  -0.8636
N 0.0835 -0.1997 1.1497  -0.5970
C -0.0849 1.2737 1.3691  -0.7701
C -0.1520 -0.3230 -1.3342  -0.1431
C -0.8451 -0.6537 0.0768  -0.7450
H -0.9331 1.6146 0.7619  0.2683
H -0.7671 -0.9471 -2.0283  0.2547
H 0.7170 1.8395 0.8805  0.2868
H -0.8489 -1.7479 0.1845  0.2830
H -0.5995 0.7248 -1.5855  0.0856
H -0.1713 1.4662 2.4335  0.2654
H -1.8668 -0.2867 0.1978  0.3453
H 0.9222 -0.1811 0.5342  0.3296

For the HOMO energy, the calculation gives -0.0958 Ha. As for the LUMO energy: 4.559 eV. The value obtained for the energy is -6777.14889 eV. Its SMILES is CNCC[O-]. The total charge is -1.

3.
The following is a DFT calculation (wB97M-V/def2-TZVPD) of 2 unconnected molecules or ions with the total composition C3H8NO.

Last column: Mulliken charge in e.
Positions of all 13 atoms, in Å:
O 1.2264 -0.7818 -0.0238  -0.8104
N -0.3475 1.9533 -0.5221  -0.4683
C -1.1776 1.2205 -1.1208  -0.1763
C 0.7587 -2.0320 0.0376  -0.7898
C 0.0834 1.5014 0.7731  -0.6626
H -1.5122 0.2243 -0.7754  0.1799
H 0.2928 2.3747 1.4220  0.3322
H 0.9406 0.7619 0.7453  0.2817
H -0.6109 0.9745 1.4630  0.2328
H 0.4378 -2.3868 -0.9695  0.1985
H -0.0895 -2.2998 0.7189  0.2110
H -1.4625 1.3515 -2.1696  0.2444
H 1.4607 -2.8617 0.4213  0.2270

For the HOMO energy, the calculation gives -0.0890 Ha. As for the LUMO energy: 4.420 eV. The value obtained for the energy is -6776.18327 eV. The total charge is -1.

Q: Which value of total charge does entry 3 give?
A: -1

Q: The highest energy belongs to which entry?
A: number 1